1.
Formula: C12H21MnN4PS6
Source: the Open Molecules 2025 dataset
Level of theory: wB97M-V/def2-TZVPD

Results
Frontier orbital gap (alpha / beta), eV: 5.9 / 5.3
Strongest force on any atom, eV/Å: 1.62
LUMO level (alpha / beta), eV: -8.63 / -8.69
Expectation value of S²: 3.941
Relative energy (zero: lowest compared OMol25 entry of this formula, charge and spin), eV: 0.000

ORCA input file:
```
! RIJCOSX wB97M-V def2-TZVPD def2/J DEFGRID3
* xyz 2 4
Mn 7.17 8.72 8.84
S 5.00 4.72 14.53
S 5.85 6.51 9.20
S 6.11 7.22 13.41
S 7.33 8.76 11.25
S 6.87 8.89 6.54
S 5.23 5.03 11.61
P 9.48 8.04 8.70
N 4.62 11.99 5.88
N 5.65 11.11 7.58
N 5.19 10.81 5.52
N 6.12 10.79 8.86
C 6.42 7.48 11.77
C 9.60 6.39 9.56
C 5.85 6.42 10.85
C 10.26 10.70 9.77
C 11.06 5.93 9.92
C 5.42 5.62 13.26
C 10.65 9.21 9.56
C 10.52 8.83 6.03
C 4.50 13.28 8.01
C 10.25 7.65 7.03
C 5.86 10.26 6.51
C 4.88 12.17 7.12
H 5.13 10.47 4.57
H 8.99 6.44 10.46
H 10.38 8.42 5.04
H 3.85 13.97 7.48
H 11.62 9.15 9.03
H 11.52 9.26 6.09
H 5.38 13.79 8.38
H 10.20 11.25 8.85
H 11.00 11.21 10.39
H 11.59 6.74 10.44
H 5.35 10.83 9.54
H 10.94 5.08 10.58
H 9.60 6.92 6.50
H 9.79 9.65 6.23
H 9.12 5.64 8.93
H 6.83 11.49 9.08
H 3.92 12.89 8.87
H 10.83 8.77 10.54
H 11.66 5.60 9.09
H 11.18 7.14 7.25
H 9.32 10.82 10.29
*
```

Mulliken atomic charge list, values in e, 4 entries: number 1, Mn, carries 0.0703; number 2, S, carries 0.0002; number 3, S, carries -0.1923; number 4, S, carries 0.0609

=====

2.
Formula: C12H21N3O4PdS
Source: the Open Molecules 2025 dataset
Level of theory: wB97M-V/def2-TZVPD

Results
Frontier orbital gap (alpha / beta), eV: 5.9 / 6.3
Strongest force on any atom, eV/Å: 0.89
LUMO level (alpha / beta), eV: 5.13 / 5.13
Expectation value of S²: 2.019
Relative energy (zero: lowest compared OMol25 entry of this formula, charge and spin), eV: 0.094

ORCA input file:
```
! RIJCOSX wB97M-V def2-TZVPD def2/J DEFGRID3
* xyz -2 3
Pd -1.62 0.63 -1.14
S -2.82 -0.14 -3.48
O -1.58 0.74 -3.24
O -3.55 0.31 -4.65
O -2.35 -1.52 -3.61
O -3.57 0.03 -2.21
N -1.08 0.61 0.68
N 1.28 -1.14 -1.87
N 0.93 -1.10 -3.26
C 3.65 -0.74 -2.20
C -1.18 -0.98 2.48
C 2.50 -0.19 -0.04
C 2.37 -0.21 -1.56
C -1.30 -1.20 3.84
C -1.24 0.36 1.97
C 2.09 1.22 -2.06
C -1.00 -2.10 1.51
C -1.46 1.42 2.90
C -1.57 1.15 4.25
C -1.55 2.83 2.38
C -1.49 -0.15 4.74
H -2.40 2.94 1.70
H -1.78 -2.09 0.75
H 1.98 1.22 -3.15
H -1.64 3.55 3.19
H 2.70 -1.19 0.33
H -1.73 1.97 4.94
H 1.16 1.59 -1.64
H 0.41 -1.95 -3.44
H -0.06 -2.01 0.96
H -1.01 -3.07 2.02
H 0.47 -0.84 -1.30
H -1.59 -0.35 5.81
H 4.49 -0.06 -2.01
H 0.24 -0.36 -3.42
H 2.90 1.89 -1.78
H -1.25 -2.22 4.20
H 3.33 0.47 0.26
H 1.58 0.18 0.42
H -0.66 3.07 1.78
H 3.89 -1.72 -1.79
H 3.51 -0.84 -3.28
*
```

Mulliken atomic charge list, values in e, 4 entries: number 1, Pd, carries 0.4284; number 2, S, carries 1.3670; number 3, O, carries -0.7657; number 4, O, carries -0.7251

=====

3.
Formula: C12H21N9PtS
Source: the Open Molecules 2025 dataset
Level of theory: wB97M-V/def2-TZVPD

Results
Frontier orbital gap, eV: 7.6
Strongest force on any atom, eV/Å: 0.09
LUMO level, eV: -6.68
Relative energy (zero: lowest compared OMol25 entry of this formula, charge and spin), eV: 0.000

ORCA input file:
```
! RIJCOSX wB97M-V def2-TZVPD def2/J DEFGRID3
* xyz 2 1
Pt 0.83 -0.16 0.53
S 2.89 0.83 0.72
N -1.38 3.66 -1.49
N 2.09 -0.05 3.11
N 0.43 0.28 -3.78
N -0.64 1.66 -2.30
N 4.16 0.92 3.03
N -0.94 -1.18 0.87
N 0.79 -0.07 -1.52
N -0.93 1.88 0.01
N 0.95 -0.47 2.47
C 3.06 0.55 2.38
C -0.96 2.40 -1.15
C 0.22 0.60 -2.48
C -2.25 -2.14 2.61
C -1.12 -1.48 2.18
C -0.04 -1.36 4.54
C -3.04 -2.15 0.36
C 0.04 1.16 -4.88
C 1.17 -0.94 -4.10
C -1.88 -1.49 -0.01
C -3.23 -2.48 1.68
C -0.02 -1.07 3.08
H -0.95 4.13 -2.27
H 0.35 2.19 -4.69
H -1.05 -1.31 4.92
H 4.91 1.35 2.51
H -1.10 1.98 -3.13
H 0.55 0.83 -5.78
H 1.02 -1.17 -5.15
H 1.47 -0.72 -1.89
H 4.28 0.81 4.02
H -1.03 1.12 -5.07
H -1.68 -1.21 -1.04
H -4.12 -3.00 2.01
H -2.38 -2.39 3.65
H -1.12 2.57 0.73
H 2.23 -0.33 4.07
H -3.78 -2.40 -0.39
H 0.35 -2.36 4.74
H 0.54 -0.63 5.11
H 0.79 -1.79 -3.53
H -1.70 4.26 -0.75
H 2.24 -0.83 -3.93
*
```

Mulliken atomic charge list, values in e, 4 entries: number 1, Pt, carries 0.5475; number 2, S, carries -0.5149; number 3, N, carries -0.4579; number 4, N, carries -0.4458

=====

4.
Formula: C12H22AlBeBr2Cl10N5O4
Source: the Open Molecules 2025 dataset
Level of theory: wB97M-V/def2-TZVPD

Results
Frontier orbital gap, eV: 1.8
Strongest force on any atom, eV/Å: 5.11
LUMO level, eV: -5.38

ORCA input file:
```
! RIJCOSX wB97M-V def2-TZVPD def2/J DEFGRID3
* xyz 0 1
Br -5.20 3.56 1.12
Br -2.74 -3.89 0.90
Cl 9.02 2.76 3.97
Cl 0.07 -7.61 0.41
Cl -1.87 -9.35 1.64
Cl -2.66 -6.74 0.73
Cl 6.18 2.79 3.45
Cl 7.71 0.39 2.96
Cl 4.63 1.28 1.16
Cl -2.02 -8.80 -1.18
Cl 7.22 1.27 5.66
Cl 3.23 0.15 -3.31
Al 1.57 4.13 0.82
O 1.14 -0.76 -1.50
O 1.29 0.71 -5.80
O 3.10 3.83 -0.03
O -2.15 -0.85 3.67
N -3.29 -1.53 -0.95
N -3.52 -0.34 -1.56
N -2.80 -2.09 1.31
N 1.06 1.51 -1.11
N -3.13 0.09 0.54
C -3.61 2.07 -0.82
C 1.68 0.20 -1.05
C 3.02 0.01 -0.35
C -1.14 2.59 -0.63
C 1.39 -0.28 -5.11
C -3.42 0.63 -0.64
C -2.41 2.76 -1.47
C -0.40 1.28 -0.94
C -2.31 -1.40 4.89
C -3.05 -1.23 0.34
C 7.53 1.80 4.01
C -1.61 -8.13 0.40
Be 1.76 6.80 -0.51
H 3.38 -0.97 -0.63
H 1.54 -1.28 -5.59
H -2.63 -1.78 2.29
H -3.75 -0.24 -2.53
H 3.72 0.80 -0.64
H -0.47 3.40 -0.93
H -1.40 -1.38 5.54
H -2.61 -2.47 4.91
H -2.24 2.48 -2.51
H -0.85 0.86 -1.83
H 2.72 -0.36 -4.51
H -4.48 2.22 -1.46
H -3.86 2.58 0.21
H -0.51 0.59 -0.10
H -3.31 -2.44 -1.38
H 1.22 1.88 -2.04
H -3.07 -0.91 5.53
H 2.71 3.31 -0.75
H -2.64 3.82 -1.51
H -1.32 2.73 0.43
H 0.77 -0.41 -4.21
H 2.78 -0.03 0.70
*
```

Mulliken atomic charge list, values in e, 4 entries: number 1, Br, carries -0.5602; number 2, Br, carries 0.0075; number 3, Cl, carries -0.1029; number 4, Cl, carries -0.0980

=====

5.
Formula: C12H22BBrCaClCsF6I2MgN4O3SSi2
Source: the Open Molecules 2025 dataset
Level of theory: wB97M-V/def2-TZVPD

Results
Frontier orbital gap, eV: 1.7
Strongest force on any atom, eV/Å: 14.03
LUMO level, eV: -3.34

ORCA input file:
```
! RIJCOSX wB97M-V def2-TZVPD def2/J DEFGRID3
* xyz 0 1
Cs 5.77 1.92 3.32
I -3.06 -1.82 -0.73
I 2.18 -0.11 -0.80
Br -3.11 -3.05 -3.33
Ca 2.75 -1.35 3.74
Cl 2.75 -3.05 1.97
S 2.70 -2.21 -4.05
Si 0.23 -1.62 -0.99
Si 1.01 -3.71 0.85
Mg 2.06 2.67 -0.01
F 5.30 -1.05 2.65
F 6.84 -1.23 0.90
F 6.45 0.87 1.88
F 4.80 -0.18 0.55
F -1.05 -3.00 -4.47
F 4.75 1.88 0.21
O 0.21 3.28 2.38
O -0.05 -2.39 0.54
O 4.16 2.51 -2.69
N 6.09 3.11 -3.70
N 4.69 1.61 -4.69
N 0.48 -2.90 -2.25
N -6.23 -2.33 3.24
C -5.53 -2.57 2.12
C -0.38 3.74 3.50
C -8.20 -3.07 2.07
C 1.45 -2.43 -2.97
C -7.45 -3.30 0.92
C -6.09 -3.05 0.94
C -7.55 -2.59 3.19
C -1.37 -0.68 -1.51
C 4.93 2.42 -3.63
C -1.12 5.04 3.15
C -0.64 1.87 -2.03
C -1.42 0.86 -1.05
B 5.84 -0.40 1.49
H -1.43 -0.72 -2.66
H -8.09 -2.39 4.11
H -1.04 1.06 0.01
H -2.52 1.18 -1.06
H -9.26 -3.26 2.08
H 5.31 1.52 -5.48
H -5.47 -3.21 0.07
H -4.46 -2.36 2.19
H 0.30 2.32 -1.54
H 0.38 -4.75 1.68
H 6.74 3.05 -4.46
H -0.29 1.32 -2.97
H 0.27 4.00 4.36
H -1.13 3.10 3.99
H 1.53 -4.38 -0.33
H -1.62 5.44 4.04
H -0.44 5.81 2.78
H -7.92 -3.68 0.02
H -1.90 4.87 2.39
H -1.34 2.75 -2.24
H 3.84 1.07 -4.68
H 6.31 3.72 -2.93
*
```

Mulliken atomic charge list, values in e, 4 entries: number 1, Cs, carries 0.6983; number 2, I, carries 0.2606; number 3, I, carries 0.3569; number 4, Br, carries 0.0284

=====

6.
Formula: C12H22Br3F3NO4S
Source: the Open Molecules 2025 dataset
Level of theory: wB97M-V/def2-TZVPD

Results
Frontier orbital gap, eV: 9.4
Strongest force on any atom, eV/Å: 2.06
LUMO level, eV: -2.92

ORCA input file:
```
! RIJCOSX wB97M-V def2-TZVPD def2/J DEFGRID3
* xyz 1 1
Br 0.78 -2.33 5.20
Br 3.45 -1.07 4.04
Br 3.56 -2.92 6.62
S 1.27 -2.14 0.15
F -0.68 -1.85 -1.62
F -0.46 -3.85 -0.85
F 1.02 -3.03 -2.16
O -1.66 0.62 1.31
O -0.89 0.75 -3.33
O 2.03 -1.06 -0.36
O 1.92 -3.28 0.70
N 0.24 -1.55 1.50
C -2.07 -0.63 0.83
C 0.52 -0.10 1.81
C -0.53 3.24 0.13
C -0.29 0.82 0.93
C 0.47 2.19 -1.98
C 0.15 1.71 -3.39
C 2.69 -2.57 4.96
C 0.11 2.26 1.14
C -1.26 -1.79 1.42
C -1.45 0.46 -4.59
C 0.16 -2.76 -1.23
C -0.79 2.63 -1.25
H -0.16 2.56 -4.02
H -2.07 -0.64 -0.26
H -1.69 1.37 -5.15
H 0.57 -2.09 2.31
H -1.45 3.63 0.55
H -2.38 -0.08 -4.43
H -0.22 2.53 2.14
H -1.57 -1.93 2.45
H -1.27 3.40 -1.86
H 1.20 2.33 1.13
H 0.15 0.04 2.82
H -0.21 0.51 -0.11
H -1.53 1.84 -1.16
H 0.99 1.37 -1.50
H 1.17 3.02 -2.08
H 2.82 -3.44 4.33
H -0.79 -0.18 -5.18
H -1.48 -2.72 0.90
H 1.59 0.11 1.82
H -3.10 -0.79 1.16
H 1.03 1.27 -3.87
H 0.14 4.09 0.01
*
```

Mulliken atomic charge list, values in e, 4 entries: number 1, Br, carries -0.0221; number 2, Br, carries -0.0003; number 3, Br, carries 0.0133; number 4, S, carries 1.1217

=====

7.
Formula: C12H22BrN4
Source: the Open Molecules 2025 dataset
Level of theory: wB97M-V/def2-TZVPD

Results
Frontier orbital gap, eV: 3.4
Strongest force on any atom, eV/Å: 5.32
LUMO level, eV: -3.04
Relative energy (zero: lowest compared OMol25 entry of this formula, charge and spin), eV: 3.989

ORCA input file:
```
! RIJCOSX wB97M-V def2-TZVPD def2/J DEFGRID3
* xyz 1 1
Br -1.77 0.99 -1.87
N -4.02 -7.70 -4.54
N 4.14 7.59 5.08
N -2.38 -6.42 -3.69
N 3.82 5.96 3.50
C -5.98 -8.67 -5.91
C -4.63 -6.89 -3.59
C -3.60 -5.96 -3.18
C 3.33 4.83 2.74
C 5.14 7.71 4.17
C 2.90 9.62 5.74
C 3.21 6.64 4.57
C -2.68 -7.37 -4.56
C -1.07 -5.93 -3.36
C 5.00 6.71 3.14
C 3.92 8.52 6.19
C -4.54 -8.85 -5.19
H -6.34 -9.61 -6.34
H 3.55 7.94 7.04
H 5.63 6.45 2.30
H 4.93 8.87 6.43
H 1.97 9.15 5.45
H -1.83 -7.83 -5.04
H 3.27 10.45 5.13
H -3.52 -5.22 -2.40
H 4.11 4.42 2.10
H -0.61 -6.73 -2.77
H 2.56 10.14 6.63
H -3.80 -9.21 -5.91
H 2.93 4.10 3.44
H -5.68 -7.00 -3.36
H -6.72 -8.22 -5.26
H -4.57 -9.66 -4.45
H 2.29 6.36 5.06
H -1.13 -5.02 -2.76
H 2.52 5.22 2.12
H 5.90 8.45 4.38
H -5.79 -8.11 -6.83
H -0.46 -5.71 -4.23
*
```

Mulliken atomic charge list, values in e, 4 entries: number 1, Br, carries -0.9986; number 2, N, carries 0.1945; number 3, N, carries 0.1734; number 4, N, carries 0.1103

=====

8.
Formula: C12H22ClN2O5
Source: the Open Molecules 2025 dataset
Level of theory: wB97M-V/def2-TZVPD

Results
Frontier orbital gap, eV: 8.5
Strongest force on any atom, eV/Å: 0.73
LUMO level, eV: -3.41
Relative energy (zero: lowest compared OMol25 entry of this formula, charge and spin), eV: 0.000

ORCA input file:
```
! RIJCOSX wB97M-V def2-TZVPD def2/J DEFGRID3
* xyz 1 1
Cl -2.60 0.15 -1.17
O -4.75 -3.72 -1.90
O 0.85 2.95 0.75
O 2.02 4.41 1.98
O 4.90 0.93 3.57
O 2.76 0.29 3.70
N -4.20 -1.49 -2.45
N -2.08 -3.08 -3.51
C 0.42 2.93 3.06
C 5.77 1.49 2.57
C -0.11 1.64 2.45
C -1.82 -1.83 -2.85
C 5.18 1.06 1.23
C 3.69 0.69 3.05
C 3.69 1.00 1.56
C -4.53 -2.88 -2.98
C -3.45 -3.31 -3.96
C 1.21 3.54 1.92
C -0.21 2.01 0.98
C -2.86 -1.48 -1.80
H -1.16 2.49 0.73
H -4.15 -0.86 -3.26
H 5.43 1.73 0.41
H 3.21 1.96 1.42
H -1.69 -3.87 -3.02
H -4.92 -1.14 -1.82
H -1.74 -1.00 -3.56
H -2.84 -2.17 -0.97
H -0.06 1.15 0.31
H -5.48 -2.79 -3.50
H 3.16 0.23 1.01
H 5.77 2.58 2.68
H -0.38 3.62 3.33
H -0.86 -1.88 -2.35
H -3.94 -4.21 -1.67
H 5.54 0.06 0.98
H -3.64 -2.85 -4.92
H 6.78 1.12 2.74
H -3.59 -4.38 -4.10
H -1.05 1.30 2.87
H 0.63 0.85 2.59
H 1.07 2.76 3.92
*
```

Mulliken atomic charge list, values in e, 4 entries: number 1, Cl, carries -0.1274; number 2, O, carries -0.4929; number 3, O, carries -0.4097; number 4, O, carries -0.5734

=====

9.
Formula: C12H22ClN4
Source: the Open Molecules 2025 dataset
Level of theory: wB97M-V/def2-TZVPD

Results
Frontier orbital gap, eV: 3.7
Strongest force on any atom, eV/Å: 2.07
LUMO level, eV: 1.97

ORCA input file:
```
! RIJCOSX wB97M-V def2-TZVPD def2/J DEFGRID3
* xyz -1 1
Cl -3.26 4.58 0.98
N -5.57 -4.87 0.07
N 9.29 1.47 -2.12
N 3.98 1.98 0.85
N -1.34 -2.23 -1.04
C -2.86 2.86 1.65
C 2.75 1.95 -0.04
C -3.52 -2.67 0.40
C -5.83 -4.96 -1.06
C 8.35 1.26 -1.47
C 1.55 1.42 0.89
C -1.38 2.58 1.14
C -2.29 -2.42 -0.41
C -1.05 1.04 0.92
C 0.29 0.97 0.02
C 7.14 0.98 -0.65
C -6.15 -5.07 -2.50
H -4.32 -2.02 0.06
H 3.62 2.41 1.72
H -1.85 0.52 0.31
H 7.35 1.19 0.40
H 0.12 1.62 -0.89
H 6.31 1.62 -0.97
H -3.83 -3.71 0.29
H -0.62 3.05 1.85
H 2.58 3.00 -0.40
H -3.32 -2.47 1.45
H 6.85 -0.06 -0.75
H -5.65 -5.94 -2.93
H -0.94 0.46 1.89
H 2.86 1.18 -0.86
H -2.83 2.96 2.79
H -5.82 -4.17 -3.03
H -7.23 -5.17 -2.63
H 0.45 -0.11 -0.26
H -1.27 3.08 0.12
H 1.31 2.14 1.72
H 4.12 0.99 1.13
H 1.96 0.46 1.36
*
```

Mulliken atomic charge list, values in e, 4 entries: number 1, Cl, carries -0.3762; number 2, N, carries -0.4716; number 3, N, carries -0.3760; number 4, N, carries -0.6422

=====

10.
Formula: C12H22CoN3O5P
Source: the Open Molecules 2025 dataset
Level of theory: wB97M-V/def2-TZVPD

Results
Frontier orbital gap (alpha / beta), eV: 8.9 / 5.2
Strongest force on any atom, eV/Å: 8.04
LUMO level (alpha / beta), eV: -10.74 / -14.35
Expectation value of S²: 6.030

ORCA input file:
```
! RIJCOSX wB97M-V def2-TZVPD def2/J DEFGRID3
* xyz 3 5
Co -0.05 0.13 -2.24
P 0.16 0.02 1.19
O 0.56 -0.34 -0.22
O -3.06 0.12 -2.18
O 3.02 0.11 -2.12
O -0.03 3.15 -1.96
O -0.02 -2.92 -1.90
N 1.43 -0.63 2.04
N 0.21 1.67 1.43
N -1.30 -0.75 1.60
C -1.92 0.13 -2.19
C -0.03 -0.58 -4.35
C -0.04 1.99 -2.04
C -2.53 -0.48 0.84
C 1.34 -0.45 3.46
C -0.98 2.50 1.15
C 1.47 2.35 1.00
C -1.27 -2.22 1.82
C 1.88 0.14 -2.24
C -0.06 -1.79 -2.08
C 2.00 -1.94 1.66
C -0.04 0.81 -4.34
H -1.81 2.22 1.82
H 2.26 -0.76 3.99
H 1.48 3.42 1.29
H -0.89 -2.73 0.91
H -2.62 0.57 0.54
H -2.60 -1.13 -0.05
H -1.31 2.39 0.11
H 2.97 -2.14 2.16
H 0.52 -1.06 3.86
H -0.97 1.36 -4.51
H 1.15 0.61 3.71
H -0.78 3.59 1.31
H -3.46 -0.71 1.43
H -2.29 -2.66 2.00
H 2.17 -2.03 0.57
H 0.90 1.36 -4.51
H 1.59 2.32 -0.09
H 2.34 1.86 1.47
H -0.66 -2.51 2.69
H 0.90 -1.13 -4.51
H -0.96 -1.14 -4.51
H 1.33 -2.75 1.98
*
```

Mulliken atomic charge list, values in e, 4 entries: number 1, Co, carries 0.5679; number 2, P, carries -0.3716; number 3, O, carries -0.1463; number 4, O, carries -0.1249